This record from OMol25 describes a 14-piece molecular cluster, C30H84F3O15 overall. The level of theory is ωB97M-V with the def2-TZVPD basis set.

Summary:
- lowest unoccupied orbital energy (eV) = 1.99
- total charge = -1
- highest occupied orbital energy (hartree) = -0.147
- frontier orbital gap (eV) = 6.0

Last column: Mulliken charge in e.
Geometry (Å):
C1 1.00 1.50 -0.19  -0.520
O1 -0.36 0.93 -0.27  1.588
O2 0.91 2.85 -0.23  -0.801
C2 1.91 0.70 0.88  0.259
F1 1.40 0.42 2.08  -0.150
F2 2.43 -0.44 0.38  -0.135
F3 3.00 1.44 1.16  -0.255
C3 -0.48 -0.18 -1.19  0.717
C4 -1.91 -0.68 -1.06  -0.368
H1 -2.15 -0.88 -0.02  -0.352
H2 -2.58 0.14 -1.33  -0.264
H3 -2.17 -1.56 -1.64  0.357
H4 0.10 -1.05 -0.86  -0.450
H5 -0.30 0.06 -2.24  0.155
H6 1.55 1.23 -1.10  -0.071
C5 -5.65 2.12 -5.07  -1.023
C6 -4.91 0.78 -5.02  -0.146
O3 -4.25 0.91 -3.77  -0.390
H7 -6.36 2.17 -5.90  0.390
H8 -4.92 2.91 -5.26  0.201
H9 -6.13 2.37 -4.13  0.254
H10 -4.22 0.62 -5.85  0.211
H11 -5.62 -0.05 -4.93  0.240
H12 -3.34 0.59 -3.82  0.199
C7 1.89 -3.24 -1.70  -0.373
C8 2.92 -3.94 -2.55  -0.344
O4 3.27 -5.06 -1.71  -0.512
H13 1.00 -3.85 -1.55  0.170
H14 1.55 -2.41 -2.33  0.300
H15 2.34 -2.73 -0.85  -0.019
H16 3.83 -3.33 -2.63  0.145
H17 2.66 -4.21 -3.57  0.384
H18 3.94 -5.60 -2.14  0.265
C9 1.81 2.95 3.81  0.250
C10 2.40 3.86 4.89  -0.699
O5 2.14 5.24 4.52  -0.532
H19 2.07 1.94 4.15  -0.259
H20 2.28 3.15 2.85  -0.198
H21 0.73 2.81 3.76  0.338
H22 3.48 3.71 5.00  0.294
H23 1.97 3.51 5.84  0.424
H24 2.38 5.76 5.29  0.272
C11 0.74 0.60 -5.54  -0.987
C12 -0.65 0.00 -5.45  -0.346
O6 -1.54 1.10 -5.13  -0.443
H25 0.82 1.21 -6.44  0.360
H26 1.49 -0.18 -5.68  0.330
H27 0.81 1.15 -4.60  0.232
H28 -0.69 -0.84 -4.74  0.168
H29 -1.04 -0.43 -6.37  0.462
H30 -1.76 1.40 -6.02  0.239
C13 4.61 6.10 0.75  -1.210
C14 3.51 5.05 0.84  0.124
O7 2.47 5.59 1.62  -0.469
H31 5.63 5.84 0.45  0.322
H32 4.63 6.76 1.62  0.333
H33 4.27 6.80 -0.01  0.292
H34 3.95 4.20 1.38  0.067
H35 3.28 4.71 -0.17  0.300
H36 2.65 5.54 2.56  0.267
C15 -3.77 4.69 -2.48  -1.604
C16 -3.20 3.53 -1.67  1.039
O8 -1.78 3.67 -1.49  -0.610
H37 -4.85 4.54 -2.58  0.332
H38 -3.43 4.68 -3.52  0.297
H39 -3.41 5.57 -1.95  0.459
H40 -3.29 2.55 -2.13  -0.145
H41 -3.58 3.75 -0.67  -0.128
H42 -1.35 2.83 -1.28  0.147
C17 -1.17 -1.80 2.50  0.122
C18 -1.72 -3.07 3.19  -0.677
O9 -3.01 -3.32 2.69  -0.393
H43 -0.99 -1.81 1.43  -0.178
H44 -0.17 -1.56 2.89  -0.152
H45 -1.75 -0.89 2.65  0.088
H46 -1.68 -3.01 4.28  0.372
H47 -1.08 -3.93 2.97  0.383
H48 -3.41 -4.07 3.14  0.203
C19 1.24 0.19 6.23  -1.099
C20 1.93 -0.90 5.38  0.386
O10 2.82 -1.70 6.14  -0.606
H49 1.80 1.09 6.49  0.147
H50 0.83 -0.18 7.17  0.395
H51 0.34 0.53 5.70  0.354
H52 2.49 -0.37 4.61  0.143
H53 1.22 -1.55 4.88  -0.035
H54 3.71 -1.33 6.14  0.354
C21 -2.94 -6.22 -1.99  -1.125
C22 -2.21 -4.96 -2.47  0.153
O11 -3.15 -3.99 -2.82  -0.537
H55 -2.34 -7.13 -1.94  0.397
H56 -3.87 -6.41 -2.52  0.280
H57 -3.23 -6.11 -0.94  0.210
H58 -1.71 -5.24 -3.40  0.410
H59 -1.46 -4.61 -1.75  -0.024
H60 -3.46 -3.57 -2.01  0.181
C23 -5.52 -1.98 1.16  -0.957
C24 -5.51 -3.29 0.43  -0.314
O12 -4.13 -3.51 0.06  -0.345
H61 -4.78 -1.28 0.77  0.100
H62 -5.38 -2.11 2.24  0.260
H63 -6.47 -1.43 1.21  0.440
H64 -6.04 -3.16 -0.51  0.317
H65 -6.08 -4.03 0.99  0.243
H66 -3.63 -3.52 0.89  0.331
C25 4.29 -2.85 3.05  -1.053
C26 3.96 -3.12 1.56  0.679
O13 4.31 -4.53 1.33  -0.648
H67 5.15 -3.44 3.35  0.447
H68 3.40 -2.93 3.68  0.185
H69 4.61 -1.81 3.12  0.241
H70 4.45 -2.55 0.77  0.105
H71 2.89 -3.01 1.39  -0.204
H72 3.78 -4.88 0.60  0.280
C27 -3.13 1.67 1.56  0.319
C28 -2.76 3.00 2.14  -0.715
O14 -1.48 3.41 1.67  -0.432
H73 -3.26 1.72 0.48  -0.166
H74 -4.07 1.25 1.93  0.437
H75 -2.35 0.95 1.82  -0.453
H76 -2.85 3.02 3.23  0.312
H77 -3.56 3.69 1.88  0.393
H78 -0.91 2.64 1.55  0.067
C29 5.31 0.63 -0.95  -0.542
C30 6.41 -0.12 -1.63  -0.051
O15 7.01 0.59 -2.71  -0.537
H79 4.64 1.16 -1.63  0.318
H80 5.54 1.47 -0.29  0.364
H81 4.68 -0.07 -0.41  -0.124
H82 5.92 -0.95 -2.14  -0.007
H83 7.13 -0.52 -0.91  0.263
H84 7.28 -0.07 -3.35  0.310

This record from OMol25 describes a 2-piece molecular cluster, C6H16N2O overall. The level of theory is ωB97M-V with the def2-TZVPD basis set.

Summary:
- lowest unoccupied orbital energy (eV) = 0.94
- total charge = 0
- SMILES string = [H]/N=C(\C)ON.CCCC
- highest occupied orbital energy (hartree) = -0.350
- frontier orbital gap (eV) = 10.5

Last column: natural (NBO) charge in e.
Geometry (Å):
C1 0.40 1.41 -0.50  -0.400
C2 1.43 0.73 0.40  -0.411
C3 1.79 1.56 1.63  -0.607
C4 -0.90 1.73 0.23  -0.612
H1 0.82 2.33 -0.91  0.194
H2 0.19 0.74 -1.34  0.209
H3 1.06 -0.23 0.74  0.215
H4 2.34 0.55 -0.19  0.200
H5 2.11 2.56 1.34  0.197
H6 2.60 1.09 2.18  0.207
H7 0.94 1.65 2.30  0.197
H8 -1.23 0.88 0.82  0.191
H9 -1.69 1.98 -0.47  0.206
H10 -0.77 2.58 0.90  0.205
C5 -2.34 -1.30 -0.66  -0.693
C6 -0.91 -1.71 -0.48  0.582
N1 1.12 -2.06 -1.63  -0.512
O1 -0.27 -1.72 -1.65  -0.382
N2 -0.30 -2.03 0.58  -0.774
H11 1.19 -3.01 -2.00  0.344
H12 1.37 -2.09 -0.63  0.374
H13 -0.85 -1.99 1.43  0.363
H14 -2.41 -0.54 -1.43  0.241
H15 -2.76 -0.93 0.28  0.227
H16 -2.92 -2.17 -0.98  0.239

This record from OMol25 describes an isolated ion of composition C7H11F3N5 and charge +1. The level of theory is ωB97M-V with the def2-TZVPD basis set.

Summary:
- lowest unoccupied orbital energy (eV) = -3.21
- total charge = +1
- SMILES string = NCn1cnc(NCCC(F)=C(F)F)[nH+]1
- highest occupied orbital energy (hartree) = -0.384
- frontier orbital gap (eV) = 7.2

Last column: natural (NBO) charge in e.
Geometry (Å):
N1 4.63 -1.02 0.41  -0.802
C1 3.68 -1.09 -0.68  -0.065
N2 2.28 -0.78 -0.32  -0.147
C2 1.59 -0.85 0.81  0.274
N3 0.31 -0.48 0.60  -0.482
C3 0.23 -0.17 -0.71  0.580
N4 -0.82 0.24 -1.40  -0.560
C4 -2.13 0.37 -0.75  -0.233
C5 -2.24 1.57 0.25  -0.470
C6 -3.10 1.16 1.44  0.180
F1 -2.78 1.62 2.69  -0.304
C7 -4.23 0.37 1.36  0.703
F2 -4.21 -0.94 1.24  -0.282
F3 -5.45 0.86 1.37  -0.271
N5 1.45 -0.33 -1.28  -0.362
H1 4.21 -1.16 1.32  0.371
H2 5.13 -0.14 0.39  0.387
H3 3.71 -2.12 -1.09  0.215
H4 4.04 -0.44 -1.50  0.222
H5 2.02 -1.16 1.76  0.249
H6 -0.71 0.43 -2.38  0.421
H7 -2.28 -0.56 -0.17  0.231
H8 -2.96 0.39 -1.47  0.239
H9 -2.80 2.41 -0.22  0.231
H10 -1.26 1.98 0.56  0.231
H11 1.70 -0.19 -2.24  0.442

This record from OMol25 describes C17H22N5O3ReS6 as an isolated structure. The level of theory is ωB97M-V with the def2-TZVPD basis set.

Summary:
- lowest unoccupied orbital energy (spin up / spin down) (eV) = -3.88 / -3.51
- total charge = +1
- highest occupied orbital energy (spin up / spin down) (hartree) = -0.362 / -0.368
- multiplicity = 2
- frontier orbital gap (spin up / spin down) (eV) = 6.0 / 6.5
- ⟨S²⟩ = 0.819

Last column: natural (NBO) charge in e.
Geometry (Å):
Re1 2.42 1.30 0.87  0.616
N1 -0.58 1.70 4.13  -0.770
C1 0.33 1.82 3.14  0.303
S1 0.91 0.33 2.43  -0.078
N2 0.69 3.02 2.79  -0.402
N3 1.60 3.04 1.79  -0.248
C2 1.96 4.17 1.32  0.056
C3 2.95 4.16 0.26  0.160
C4 3.45 5.32 -0.32  -0.212
C5 4.41 5.21 -1.31  -0.123
C6 4.85 3.96 -1.70  -0.238
C7 4.31 2.84 -1.09  0.128
N4 3.39 2.94 -0.13  -0.459
H1 -0.73 0.81 4.55  0.410
H2 -0.81 2.53 4.66  0.415
H3 1.55 5.09 1.71  0.224
H4 3.08 6.28 0.00  0.238
H5 4.81 6.10 -1.78  0.238
H6 5.60 3.83 -2.47  0.245
H7 4.60 1.84 -1.38  0.236
S2 4.23 1.25 2.36  -0.173
S3 5.78 0.60 1.12  -0.014
S4 4.98 -1.09 0.30  0.017
S5 3.03 -0.56 -0.05  0.190
N5 -1.48 1.01 -1.44  -0.702
C8 -0.46 1.42 -2.45  -0.332
C9 0.91 1.54 -1.78  0.777
O1 1.91 1.56 -2.46  -0.623
O2 0.82 1.62 -0.49  -0.791
H8 -1.19 0.06 -1.03  0.482
H9 -2.42 0.96 -1.82  0.419
H10 -1.45 1.67 -0.66  0.439
H11 -0.75 2.36 -2.91  0.234
H12 -0.42 0.65 -3.22  0.245
C10 -5.86 -5.62 -1.06  -0.637
C11 -4.73 -4.72 -0.64  0.024
C12 -4.79 -4.00 0.54  -0.213
C13 -3.73 -3.18 0.93  -0.179
C14 -2.60 -3.11 0.14  -0.331
C15 -2.52 -3.82 -1.06  -0.141
C16 -3.58 -4.62 -1.44  -0.210
S6 -1.28 -2.04 0.66  1.277
C17 -0.02 -3.27 0.99  -0.805
O3 -0.77 -1.35 -0.59  -1.022
H13 -6.75 -5.45 -0.46  0.224
H14 -5.57 -6.67 -0.96  0.235
H15 -6.12 -5.46 -2.11  0.229
H16 -5.67 -4.06 1.16  0.225
H17 -3.79 -2.61 1.85  0.225
H18 -1.64 -3.72 -1.68  0.225
H19 -3.52 -5.17 -2.37  0.222
H20 0.15 -3.85 0.09  0.245
H21 -0.36 -3.91 1.81  0.248
H22 0.88 -2.73 1.28  0.250

Result set for electronic energy: -71332.110; -11507.702; -23029.357; -98717.917 eV, one per record in the order listed.
Result set for F_max: 0.07292; 0.01341; 0.04282; 0.00716 hartree/bohr, one per record in the order listed.